[1]
Formula: C19H14F4NO6S2
Source: OMol25
Level of theory: ωB97M-V with the def2-TZVPD basis set

Geometry as ORCA input:
```
! RIJCOSX wB97M-V def2-TZVPD def2/J DEFGRID3
* xyz -1 1
C 4.48350 1.60920 2.01002
C 4.08470 0.15961 2.12521
O 2.63576 0.12422 2.04904
C 1.90345 -0.54541 2.95052
C 0.41193 -0.45499 2.47742
F -0.36020 -1.12895 3.34481
S -0.21322 1.70501 2.25591
C -2.02926 1.53674 2.17143
C -2.73115 1.95032 1.04903
C -4.11473 1.75102 0.99940
C -4.76536 1.13566 2.08113
C -4.02567 0.67245 3.17735
C -2.65001 0.87932 3.22083
O 0.21887 2.42014 3.44069
O 0.16010 2.25497 0.96372
O 2.23404 -1.19054 3.92028
H 5.56717 1.70038 2.01975
H 4.10334 2.02900 1.07228
H 4.10436 2.20858 2.84272
H 4.47333 -0.39669 1.26349
H 4.41033 -0.30731 3.05916
H -2.20925 2.39894 0.20342
H -4.67175 2.08962 0.12685
H -5.84955 1.02572 2.08393
H -4.48970 0.15306 4.01637
H -2.06045 0.50121 4.05078
F 1.70739 -2.07911 -0.53578
C 0.85529 -2.33517 0.50683
F -0.09964 -3.17701 0.09283
F 1.55996 -2.88077 1.51854
S 0.06936 -0.67893 0.84958
N 0.16227 -5.28752 2.81754
C 0.66956 -5.98291 3.91102
O 1.76722 -5.85517 4.43630
C -0.41349 -6.96654 4.34260
C -1.54257 -6.63129 3.64028
C -2.70961 -7.39365 3.69351
C -2.67776 -8.56295 4.46485
C -1.52932 -8.90261 5.20353
C -0.39503 -8.07817 5.18643
C -1.21512 -5.43717 2.76900
O -2.04713 -4.77808 2.14838
H -3.57760 -7.07776 3.11236
H -3.54778 -9.21885 4.46862
H -1.52331 -9.83325 5.76056
H 0.49872 -8.28930 5.76698
*
```

## Properties
lowest unoccupied orbital energy = 0.05645 hartree
Kohn-Sham gap = 6.09 eV
total energy = -66245.56051 eV

[2]
Formula: C19H14F8N2O9S
Source: OMol25
Level of theory: ωB97M-V with the def2-TZVPD basis set

Geometry as ORCA input:
```
! RIJCOSX wB97M-V def2-TZVPD def2/J DEFGRID3
* xyz 0 1
O -0.43440 3.54864 -0.84767
C -1.25852 2.66873 -1.48175
F -1.71339 3.11921 -2.84531
C -1.72260 1.28199 -0.74459
C -1.72871 -0.05314 -1.68543
C -0.49473 -0.37109 -2.71603
F -0.93765 -1.58795 -3.49888
F -0.33752 0.69424 -3.77667
C 0.91604 -0.80621 -2.00822
F 0.76397 -1.80894 -0.91622
F 1.71929 -1.50504 -3.08043
C 1.85288 0.41635 -1.46546
F 2.15690 1.47906 -2.44989
F 1.38909 1.06328 -0.21057
F 3.18620 -0.20736 -1.12031
C -3.16374 0.14266 -2.52091
O -4.33446 -0.42208 -1.77116
S -3.81095 -1.28325 -0.39217
O -4.10538 -0.59917 0.99002
O -4.28849 -2.76387 -0.27120
O -2.13438 -1.10931 -0.69997
H -1.12348 1.11357 0.27413
H -2.85137 1.45379 -0.39595
H -3.50390 1.23534 -2.76494
H -3.27700 -0.39294 -3.55517
O -2.11386 -1.22744 4.10491
N -2.47526 -2.03208 4.97649
O -2.10763 -1.99678 6.15955
C -3.39758 -3.10235 4.57858
C -3.80967 -3.20247 3.24256
C -4.66789 -4.23708 2.86518
C -5.11262 -5.15857 3.81451
C -4.70898 -5.05026 5.14640
C -3.84864 -4.02152 5.53521
H -3.47196 -2.49245 2.49079
H -4.98808 -4.32723 1.82936
H -5.77724 -5.96690 3.51436
H -5.06225 -5.77058 5.88097
H -3.54069 -3.95267 6.57644
O 8.73566 3.93620 -2.92139
N 7.94146 2.99491 -2.77681
O 8.08587 1.87163 -3.28023
C 6.74621 3.22864 -1.95753
C 6.52379 4.49523 -1.39979
C 5.37284 4.71830 -0.64153
C 4.45687 3.68468 -0.43958
C 4.68614 2.42140 -0.98745
C 5.83216 2.18707 -1.74995
H 7.22785 5.31112 -1.54800
H 5.18791 5.69971 -0.21004
H 3.55808 3.86498 0.14768
H 3.96904 1.62015 -0.82312
H 5.99479 1.19788 -2.17281
*
```

## Properties
lowest unoccupied orbital energy = -0.05647 hartree
ΔE to the lowest compared entry with this formula, charge and spin = 935.7 kJ/mol
SMILES = O=C(F)C[C@]1(C(F)(F)C(F)(F)C(F)(F)F)COS(=O)(=O)O1.O=[N+]([O-])c1ccccc1.O=[N+]([O-])c1ccccc1
Kohn-Sham gap = 8.47 eV
total energy = -73897.54412 eV

[3]
Formula: C19H14FN5
Source: OMol25
Level of theory: ωB97M-V with the def2-TZVPD basis set

Geometry as ORCA input:
```
! RIJCOSX wB97M-V def2-TZVPD def2/J DEFGRID3
* xyz 0 1
N 2.68096 -1.30957 -3.41976
C 1.71249 -0.92987 -2.84562
C 0.58904 -0.54950 -1.93504
C 0.10505 -1.48171 -1.04933
N 0.36013 -2.92245 -1.01359
N -0.94718 -0.92321 -0.33594
C -1.68628 -1.26754 0.90216
C -1.05212 -0.92855 2.11588
C 0.47919 -1.61241 2.04393
C 1.34655 -0.84346 1.84839
C 2.86825 -1.45252 1.76267
C 2.93796 -2.69563 2.11691
F 4.15365 -3.36584 2.06281
C 1.70055 -3.50686 2.65593
C 0.49447 -3.01327 2.55790
C -0.95442 0.35901 -0.76835
N -1.67645 1.42389 -0.41121
C -1.58848 2.58099 -0.80150
C -2.39216 3.55602 -0.54318
C -2.13609 4.81832 -1.45303
C -1.23504 5.10302 -2.19293
C -0.48056 3.92231 -2.71182
C -0.40013 2.76482 -1.97126
N 0.38521 1.77982 -2.55479
C 0.19370 0.61354 -1.80485
H 0.29580 -3.24830 0.08574
H 1.42102 -3.17012 -1.25802
H -2.50498 -0.73696 0.86459
H -2.08666 -2.50979 0.71169
H -1.45379 -1.22659 3.06209
H -0.94443 0.09354 2.29168
H 1.22117 0.06881 1.35077
H 3.48479 -0.81958 1.51896
H 2.02361 -4.56362 2.82238
H -0.31719 -3.43399 2.99956
H -2.93570 3.55261 0.35103
H -2.81223 5.64074 -0.98782
H -1.03285 6.06718 -2.65068
H 0.18317 4.16672 -3.41634
*
```

## Properties
lowest unoccupied orbital energy = -0.03638 hartree
SMILES = N#Cc1c(N)n(CCc2ccc(F)cc2)c2nc3ccccc3nc12
Kohn-Sham gap = 6.61 eV
total energy = -30086.22373 eV

[4]
Formula: C19H14I2IrN3O3S
Source: OMol25
Level of theory: ωB97M-V with the def2-TZVPD basis set

Geometry as ORCA input:
```
! RIJCOSX wB97M-V def2-TZVPD def2/J DEFGRID3
* xyz -1 2
Ir -1.93360 -1.39847 -0.21652
O -1.69292 -2.88452 1.20200
C -0.64905 -3.69071 1.18261
C -0.86456 -5.07794 1.25387
C 0.18880 -5.96780 1.29447
C 1.50897 -5.51464 1.25127
C 1.73940 -4.15897 1.14376
C 0.68501 -3.24335 1.11500
C 0.96574 -1.82748 1.06543
N 0.05547 -0.94946 0.93779
N 0.43144 0.36151 1.08206
C -0.57205 1.13703 0.79327
O -1.71157 0.75389 0.36239
C -0.34710 2.61067 0.91678
C 0.85536 3.12470 1.39273
C 1.06481 4.49554 1.40703
C 0.07545 5.35827 0.94983
C -1.13969 4.84819 0.51323
C -1.35164 3.47630 0.49849
H -1.89283 -5.41540 1.25662
H -0.01163 -7.03202 1.33869
H 2.32943 -6.21995 1.28275
H 2.75341 -3.77913 1.06709
H 1.99609 -1.48673 1.17872
H 1.60887 2.43259 1.74291
H 2.00357 4.89421 1.77253
H 0.25259 6.42714 0.93180
H -1.92117 5.52030 0.18043
H -2.28864 3.05252 0.15989
O -0.11495 -1.23848 -1.67139
N 0.16240 -0.00361 -2.01094
C 1.44435 0.40508 -2.06284
C 1.75930 1.69952 -2.38368
C 0.72361 2.59728 -2.64623
C -0.57784 2.15248 -2.60950
C -0.87489 0.81778 -2.30551
S -2.45643 0.16689 -2.22961
H 2.16584 -0.36337 -1.83266
H 2.79477 2.00599 -2.40873
H 0.93960 3.63471 -2.86605
H -1.40883 2.81753 -2.79447
I -4.40050 -1.04868 0.52835
I -2.29441 -3.48941 -1.76364
*
```

## Properties
lowest unoccupied orbital energy (spin up / spin down) = 0.07170 / 0.06450 hartree
ΔE to the lowest compared entry with this formula, charge and spin = 206.0 kJ/mol
<S²> = 0.77
Kohn-Sham gap (spin up / spin down) = 6.52 / 6.28 eV
total energy = -60419.55569 eV